(1)
The following is a quantum chemistry calculation of a 11-piece molecular cluster, C27H76O11 overall, from the OMol25 dataset.

Computed properties:
- LUMO energy: 0.2 eV
- Net charge: 0
- Calculated total energy: -1901.71109 Eh
- SMILES: CC(C)O.CC(C)O.CC(C)O.CC(C)O.CC(C)O.CC(C)O.CC(C)O.CC(C)O.CO.CO.CO

Geometry as XYZ:
```
114
C27H76O11, DFT ωB97M-V with the def2-TZVPD basis set
C 4.276 -6.179 1.931
O 3.804 -5.163 1.075
H 4.101 -5.889 2.968
H 3.835 -7.166 1.793
H 5.319 -6.437 1.752
H 2.883 -5.035 1.312
C 3.314 -2.593 -9.063
O 2.670 -3.818 -9.465
H 4.321 -2.373 -9.417
H 2.557 -1.834 -9.261
H 3.556 -2.608 -8.000
H 1.945 -3.951 -8.850
C 7.226 -0.759 4.021
O 6.823 -0.591 2.699
H 8.007 -0.026 4.224
H 6.495 -0.714 4.828
H 7.688 -1.745 3.972
H 6.159 -1.211 2.389
C -8.332 0.467 -1.891
C -8.472 -1.032 -2.153
C -9.412 -1.679 -1.131
O -8.844 -1.369 -3.483
H -7.915 0.966 -2.765
H -7.711 0.632 -1.010
H -9.329 0.852 -1.679
H -7.472 -1.427 -1.973
H -10.403 -1.271 -1.327
H -9.037 -1.756 -0.110
H -9.691 -2.705 -1.370
H -8.564 -2.265 -3.688
C -5.399 -3.359 5.243
C -4.185 -2.614 4.598
C -2.903 -3.523 4.428
O -4.644 -2.366 3.270
H -5.053 -3.632 6.240
H -5.630 -4.249 4.657
H -6.216 -2.637 5.243
H -3.862 -1.794 5.239
H -2.044 -2.878 4.243
H -3.048 -4.212 3.596
H -2.889 -4.119 5.340
H -5.250 -1.622 3.304
C -2.643 -6.655 -4.717
C -2.484 -7.096 -6.114
C -3.733 -7.807 -6.786
O -2.172 -5.972 -6.903
H -1.715 -6.217 -4.351
H -2.952 -7.561 -4.195
H -3.443 -5.976 -4.424
H -1.640 -7.786 -6.132
H -3.631 -8.159 -7.813
H -4.475 -7.009 -6.801
H -4.196 -8.613 -6.217
H -2.976 -5.478 -7.077
C -1.141 1.582 -1.911
C -0.748 0.128 -1.954
C 0.626 -0.146 -2.592
O -0.682 -0.504 -0.711
H -1.169 2.110 -2.864
H -0.344 2.169 -1.453
H -2.061 1.682 -1.335
H -1.526 -0.475 -2.423
H 0.678 0.241 -3.610
H 0.880 -1.200 -2.700
H 1.486 0.340 -2.130
H -1.577 -0.409 -0.377
C -6.720 4.787 6.296
C -6.892 4.733 4.746
C -7.038 6.138 4.132
O -5.733 3.968 4.181
H -5.805 5.343 6.498
H -6.556 3.887 6.890
H -7.556 5.337 6.729
H -7.833 4.208 4.580
H -7.793 6.789 4.572
H -7.421 6.162 3.112
H -6.110 6.703 4.228
H -4.952 4.376 4.561
C 5.437 6.084 -0.007
C 5.629 7.534 0.544
C 6.569 7.385 1.767
O 6.226 8.380 -0.388
H 4.637 5.642 0.587
H 6.300 5.438 0.153
H 5.143 6.012 -1.054
H 4.715 8.063 0.812
H 6.909 8.349 2.147
H 7.434 6.898 1.316
H 6.262 6.727 2.579
H 6.804 8.965 0.108
C 9.750 -2.536 -3.786
C 8.459 -2.199 -4.482
C 8.063 -0.741 -4.330
O 8.620 -2.441 -5.863
H 9.911 -3.613 -3.830
H 9.607 -2.274 -2.738
H 10.474 -1.869 -4.255
H 7.616 -2.811 -4.158
H 7.125 -0.472 -4.816
H 8.735 0.018 -4.732
H 7.935 -0.472 -3.282
H 8.212 -3.277 -6.102
C 2.182 5.523 6.504
C 1.225 5.216 5.369
C 1.264 3.741 4.962
O -0.143 5.610 5.599
H 1.700 5.389 7.472
H 2.465 6.570 6.396
H 3.070 4.898 6.406
H 1.587 5.741 4.485
H 1.246 3.065 5.817
H 2.137 3.566 4.334
H 0.369 3.428 4.425
H -0.306 6.529 5.375
```


(2)
The following is a quantum chemistry calculation of an isolated molecule of C3H3Br2NO, from the OMol25 dataset.

Computed properties:
- LUMO energy (spin up / spin down): -0.7 / -0.7 eV
- Net charge: 0
- Calculated total energy: -5393.98614 Eh

Geometry as XYZ:
```
10
C3H3Br2NO, DFT ωB97M-V with the def2-TZVPD basis set
C -1.330 0.274 -0.118
C 0.886 -0.381 0.100
C -0.007 0.531 -0.718
N -0.052 -1.345 0.649
O -2.362 0.668 0.252
Br 0.327 2.448 -0.914
Br -0.567 -1.361 2.354
H 1.429 -1.079 -0.652
H 1.509 0.123 0.854
H 0.168 0.122 -1.808
```


(3)
The following is a quantum chemistry calculation of C24H20F2O as an isolated structure, from the OMol25 dataset.

Computed properties:
- LUMO energy: -0.6 eV
- Net charge: 0
- Calculated total energy: -1201.34372 Eh

Geometry as XYZ:
```
47
C24H20F2O, DFT ωB97M-V with the def2-TZVPD basis set
F -4.650 4.038 -2.093
C -4.575 2.691 -1.856
C -5.742 1.927 -1.937
C -5.649 0.543 -1.703
C -4.428 -0.044 -1.406
C -3.258 0.754 -1.321
C -1.993 0.157 -1.001
C -0.806 0.860 -0.908
C 0.330 0.404 -0.186
C 1.502 1.266 -0.178
C 1.794 2.022 -1.371
C 2.935 2.811 -1.426
F 3.155 3.523 -2.599
C 3.832 2.938 -0.384
C 3.535 2.241 0.785
C 2.406 1.431 0.894
C -3.346 2.147 -1.538
H -6.692 2.410 -2.175
H -6.547 -0.069 -1.755
H -4.348 -1.118 -1.225
H -1.981 -0.937 -0.851
H -0.775 1.798 -1.488
H 0.501 -0.785 -0.323
H 1.145 1.917 -2.241
H 4.695 3.558 -0.480
H 4.207 2.341 1.655
H 2.213 0.891 1.829
H -2.473 2.785 -1.448
C -1.910 -1.959 2.032
C -0.796 -2.063 1.053
C 0.373 -1.080 1.047
C 1.664 -1.863 1.243
C 2.051 -2.743 0.230
C 3.340 -3.280 0.180
C 4.240 -3.004 1.212
C 3.836 -2.205 2.285
C 2.528 -1.686 2.330
O -0.796 -2.954 0.207
H -2.093 -0.943 2.329
H -2.809 -2.359 1.567
H -1.701 -2.565 2.919
H 0.215 -0.297 1.785
H 1.327 -3.018 -0.544
H 3.618 -3.942 -0.646
H 5.234 -3.437 1.198
H 4.516 -1.999 3.115
H 2.178 -1.103 3.189
```


(4)
The following is a quantum chemistry calculation of a 7-piece molecular cluster, C25H46ClN5O25S6 overall, from the OMol25 dataset.

Computed properties:
- LUMO energy: 0.0 eV
- Net charge: 0
- Calculated total energy: -5984.14278 Eh
- SMILES: [H]/N=C(/N)NCCCC[C@@H](C#N)[C@@](Cl)(C#N)OCCCC.O=S1(=O)OCCO1.O=S1(=O)OCCO1.O=S1(=O)OCCO1.O=S1(=O)OCCO1.O=S1(=O)OCCO1.O=S1(=O)OCCO1

Geometry as XYZ:
```
108
C25H46ClN5O25S6, DFT ωB97M-V with the def2-TZVPD basis set
C -0.428 0.636 5.919
C -1.561 -0.235 6.444
C -1.777 -1.549 5.679
C -0.493 -2.320 5.378
O -0.025 -2.261 4.022
C -0.789 -2.794 3.020
Cl -1.792 -1.523 2.189
C -1.711 -3.845 3.480
N -2.426 -4.608 3.953
C 0.177 -3.310 1.912
C -0.611 -4.085 0.941
N -1.204 -4.763 0.227
C 1.319 -4.198 2.440
C 2.608 -3.850 1.679
C 2.645 -4.312 0.205
C 2.607 -3.155 -0.784
N 1.235 -2.637 -1.053
C 0.840 -2.706 -2.410
N 0.760 -1.715 -3.202
N 0.524 -4.002 -2.874
H 0.547 0.199 6.124
H -0.445 1.590 6.442
H -0.533 0.840 4.858
H -1.456 -0.433 7.510
H -2.484 0.340 6.345
H -2.357 -1.344 4.784
H -2.399 -2.201 6.294
H -0.550 -3.351 5.722
H 0.314 -1.871 5.950
H 0.544 -2.448 1.362
H 1.509 -4.023 3.494
H 1.069 -5.242 2.271
H 3.473 -4.246 2.204
H 2.705 -2.764 1.684
H 1.843 -5.018 -0.002
H 3.572 -4.860 0.040
H 3.151 -2.298 -0.403
H 3.052 -3.467 -1.728
H 1.181 -1.676 -0.745
H 1.037 -0.862 -2.723
H -0.483 -4.101 -2.928
H 0.842 -4.691 -2.203
C 2.360 -2.762 -6.033
C 2.715 -1.918 -7.233
O 4.154 -1.845 -7.188
S 4.746 -3.205 -6.606
O 5.141 -4.056 -7.672
O 5.652 -2.883 -5.562
O 3.392 -3.772 -5.986
H 2.397 -2.173 -5.118
H 1.388 -3.239 -6.111
H 2.298 -0.918 -7.150
H 2.420 -2.391 -8.173
C 3.702 3.748 -5.116
C 3.319 2.662 -4.139
O 2.008 2.256 -4.576
S 1.913 2.366 -6.164
O 2.172 1.088 -6.729
O 0.742 3.089 -6.498
O 3.200 3.276 -6.385
H 3.215 4.688 -4.881
H 4.776 3.895 -5.184
H 3.270 3.022 -3.117
H 3.989 1.802 -4.199
C -4.404 1.524 2.012
C -4.754 2.994 1.969
O -3.621 3.638 2.587
S -2.289 2.828 2.260
O -1.611 3.424 1.163
O -1.609 2.574 3.478
O -2.988 1.495 1.743
H -4.575 1.093 3.000
H -4.927 0.946 1.264
H -5.657 3.229 2.521
H -4.844 3.356 0.943
C -6.861 -2.282 2.588
C -7.944 -1.976 3.603
O -8.225 -0.579 3.398
S -8.058 -0.219 1.853
O -9.317 -0.230 1.208
O -7.198 0.910 1.757
O -7.251 -1.527 1.428
H -5.882 -1.933 2.921
H -6.805 -3.335 2.332
H -7.620 -2.132 4.628
H -8.854 -2.546 3.412
C 1.827 2.074 0.954
C 1.255 0.704 1.251
O 2.169 -0.198 0.595
S 3.665 0.402 0.651
O 4.356 -0.184 1.740
O 4.193 0.384 -0.662
O 3.251 1.890 1.050
H 1.585 2.403 -0.058
H 1.510 2.826 1.670
H 0.255 0.567 0.849
H 1.256 0.486 2.320
C 0.960 8.229 -2.969
C 0.651 7.863 -1.532
O 1.489 6.723 -1.280
S 2.854 6.865 -2.092
O 3.868 7.381 -1.251
O 3.052 5.663 -2.824
O 2.377 8.017 -3.086
H 0.449 7.570 -3.673
H 0.730 9.264 -3.202
H -0.388 7.590 -1.378
H 0.930 8.661 -0.841
```


(5)
The following is a quantum chemistry calculation of a 11-piece molecular cluster, C33H90N2O13 overall, from the OMol25 dataset.

Computed properties:
- LUMO energy: 0.5 eV
- Net charge: 0
- Calculated total energy: -2398.82448 Eh
- SMILES: COC[C@H](C)N.COC[C@H](C)N.CC(C)O.CC(C)O.CC(C)O.CC(C)O.CC(C)O.CC(C)O.CC(C)O.OCCO.OCCO

Geometry as XYZ:
```
138
C33H90N2O13, DFT ωB97M-V with the def2-TZVPD basis set
C -4.308 -1.156 -0.799
C -5.166 -1.173 0.450
C -6.473 -1.881 0.191
O -4.413 -1.723 1.545
H -4.682 -0.433 -1.509
H -4.246 -2.173 -1.232
H -3.271 -0.770 -0.677
H -5.431 -0.131 0.770
H -7.238 -1.614 0.906
H -6.400 -2.976 0.005
H -6.832 -1.525 -0.808
H -4.695 -2.640 1.620
C -0.465 0.000 3.029
C -1.431 -1.156 3.095
C -2.651 -0.867 3.881
O -1.692 -1.685 1.750
H -0.041 0.283 3.987
H -0.858 0.930 2.537
H 0.391 -0.290 2.433
H -0.835 -1.912 3.574
H -2.265 -0.780 4.885
H -3.430 -1.627 3.966
H -3.172 0.110 3.718
H -2.595 -1.430 1.593
C 2.311 0.444 -3.832
C 1.344 -0.418 -4.652
C 1.331 -0.003 -6.095
O 1.655 -1.821 -4.489
H 2.207 0.229 -2.780
H 2.245 1.484 -4.086
H 3.254 0.000 -4.152
H 0.321 -0.261 -4.259
H 0.687 -0.658 -6.686
H 2.301 0.024 -6.600
H 0.856 0.986 -6.222
H 0.924 -2.265 -4.926
C 5.228 2.756 0.842
C 4.577 3.647 -0.236
C 4.557 2.947 -1.618
O 3.238 3.826 0.150
H 6.357 2.699 0.581
H 4.710 1.779 0.854
H 5.179 3.119 1.849
H 5.130 4.611 -0.270
H 4.077 1.988 -1.495
H 5.577 2.811 -2.070
H 4.000 3.484 -2.412
H 3.132 4.782 0.308
C -3.224 2.493 1.089
C -4.107 3.495 0.382
C -5.388 2.908 -0.161
O -4.253 4.664 1.151
H -2.291 2.985 1.336
H -3.108 1.597 0.483
H -3.688 1.994 1.954
H -3.548 3.905 -0.456
H -5.946 2.446 0.629
H -5.077 2.145 -0.908
H -6.034 3.581 -0.711
H -4.551 4.488 2.057
C 0.920 3.263 4.697
C 1.222 3.525 3.239
C 0.469 4.717 2.515
O 2.633 3.646 3.154
H 1.376 2.327 5.019
H -0.117 3.166 4.938
H 1.287 4.136 5.221
H 0.866 2.621 2.746
H -0.623 4.652 2.645
H 0.668 4.599 1.437
H 0.808 5.715 2.804
H 2.860 3.537 2.220
C 1.935 -4.581 2.332
C 1.025 -3.377 1.907
C 1.624 -2.621 0.762
O -0.270 -3.900 1.644
H 2.861 -4.213 2.755
H 2.196 -5.204 1.456
H 1.437 -5.256 3.026
H 0.943 -2.776 2.808
H 2.545 -2.041 1.108
H 1.008 -1.804 0.451
H 1.816 -3.243 -0.103
H -0.832 -3.150 1.404
C -3.270 2.442 -4.582
C -1.840 2.470 -4.959
O -0.849 2.760 -3.924
O -3.517 1.362 -3.673
H -3.862 2.271 -5.501
H -3.586 3.323 -4.017
H -1.739 3.172 -5.778
H -1.668 1.512 -5.447
H -0.777 1.965 -3.376
H -2.946 1.328 -2.883
C -0.188 0.287 -0.923
C 0.224 1.672 -0.559
O 1.262 1.577 0.430
O -1.070 0.406 -2.032
H -0.722 -0.172 -0.084
H 0.680 -0.323 -1.173
H -0.650 2.219 -0.216
H 0.679 2.121 -1.453
H 1.858 2.308 0.259
H -1.280 -0.435 -2.475
C -1.673 -3.915 -1.771
C -1.165 -3.241 -2.963
C -1.276 -4.174 -4.173
O -0.824 -3.509 -5.357
C -1.155 -4.142 -6.574
N -1.786 -1.920 -3.189
H -1.237 -4.949 -1.763
H -2.802 -4.119 -1.827
H -1.324 -3.475 -0.843
H -0.127 -3.105 -2.842
H -2.332 -4.492 -4.416
H -0.770 -5.119 -3.840
H -0.841 -3.441 -7.333
H -2.206 -4.427 -6.703
H -0.502 -5.006 -6.712
H -2.760 -2.028 -2.883
H -1.816 -1.721 -4.199
C 6.073 -1.523 5.942
C 4.792 -1.302 5.096
C 5.089 -1.198 3.634
O 3.912 -1.053 2.870
C 3.069 0.061 2.995
N 3.826 -2.350 5.436
H 6.749 -0.680 5.924
H 6.734 -2.374 5.666
H 5.842 -1.599 7.012
H 4.390 -0.305 5.445
H 5.612 -2.133 3.351
H 5.793 -0.367 3.386
H 2.284 -0.154 3.782
H 2.502 0.260 2.084
H 3.604 0.957 3.268
H 4.231 -3.267 5.192
H 2.916 -2.462 5.027
```


(6)
The following is a quantum chemistry calculation of C6H5As5CuF30NO2 as an isolated structure, from the OMol25 dataset.

Computed properties:
- LUMO energy: 6.6 eV
- Net charge: -4
- Calculated total energy: -16252.53073 Eh

Geometry as XYZ:
```
50
C6H5As5CuF30NO2, DFT ωB97M-V with the def2-TZVPD basis set
Cu 9.066 -5.824 -35.713
As 9.240 -1.894 -35.740
F 8.676 -1.845 -37.472
F 9.338 -0.052 -35.701
F 9.733 -1.979 -34.015
F 9.334 -3.711 -35.888
F 11.014 -1.871 -36.306
F 7.526 -1.971 -35.148
As 11.730 -4.628 -38.871
F 12.529 -4.000 -40.331
F 10.435 -3.280 -38.968
F 10.931 -5.264 -37.341
F 13.098 -5.872 -38.507
F 12.676 -3.443 -37.830
F 10.814 -5.892 -39.858
As 12.603 -4.805 -34.156
F 12.382 -3.655 -35.552
F 10.968 -5.612 -34.366
F 12.951 -6.051 -32.842
F 14.236 -4.175 -33.898
F 11.988 -3.572 -33.073
F 13.138 -6.013 -35.460
As 10.969 -9.328 -34.594
F 11.790 -8.657 -33.123
F 12.130 -10.789 -34.279
F 10.092 -10.311 -35.904
F 9.988 -7.859 -34.736
F 12.247 -8.732 -35.732
F 9.669 -9.955 -33.442
As 6.385 -4.958 -38.554
F 6.686 -6.144 -39.819
F 4.842 -4.421 -39.303
F 6.180 -3.764 -37.229
F 8.027 -5.325 -37.918
F 7.171 -3.666 -39.589
F 5.555 -6.293 -37.655
C 3.365 -9.287 -33.748
C 4.675 -9.515 -33.468
C 5.660 -8.537 -33.637
C 5.252 -7.269 -34.116
C 3.899 -7.144 -34.558
C 2.917 -8.087 -34.255
N 6.204 -6.113 -34.262
O 5.770 -5.009 -34.578
O 7.450 -6.260 -34.064
H 2.628 -10.076 -33.739
H 5.046 -10.529 -33.437
H 6.665 -8.643 -33.257
H 3.490 -6.197 -34.879
H 1.926 -8.096 -34.683
```


(7)
The following is a quantum chemistry calculation of C6H14N2 as an isolated structure, from the OMol25 dataset.

Computed properties:
- LUMO energy: 0.9 eV
- Net charge: 0
- Calculated total energy: -346.41002 Eh

Geometry as XYZ:
```
22
C6H14N2, DFT ωB97M-V with the def2-TZVPD basis set
C -1.125 0.363 -0.179
C -2.166 0.486 0.919
C 0.043 -1.833 0.610
C 1.702 1.561 0.305
C 0.068 -0.415 0.122
C 1.183 0.291 -0.351
N -1.819 0.207 -1.466
N 2.230 -0.407 -0.965
H -0.243 1.256 -0.671
H -1.151 0.210 -2.230
H -2.297 -0.692 -1.473
H 2.112 -1.396 -1.112
H 3.180 -0.166 -0.721
H -2.828 -0.385 0.936
H -2.793 1.358 0.734
H -1.709 0.562 1.905
H -0.069 -2.572 -0.192
H 0.960 -2.081 1.152
H -0.810 -1.982 1.276
H 0.908 2.100 0.812
H 2.141 2.225 -0.443
H 2.483 1.308 1.031
```